C2H4AgLiO | wB97M-V/def2-TZVPD

Structure (XYZ):
```
9
Properties=species:S:1:pos:R:3:forces:R:3:lowdin_spin:R:1
O 1.501814 0.725407 -0.045508 1.68 -2.44 0.03 0.793
Li 3.196903 0.409018 -0.082888 -0.62 0.11 0.01 0.122
Ag 0.459077 2.345035 -0.066970 -1.42 2.09 -0.03 0.832
C -0.156952 -0.781951 0.021495 -2.53 -0.37 0.03 -0.029
C -1.362945 -0.068551 0.032233 1.37 -2.11 0.06 0.266
H 0.089341 -1.342322 -0.889134 0.34 0.80 0.21 -0.004
H 0.126870 -1.310624 0.940210 0.35 0.82 -0.24 -0.004
H -1.901977 0.039545 0.980267 0.41 0.53 -0.39 0.012
H -1.952127 -0.015556 -0.889707 0.43 0.58 0.32 0.012
```
Forces are in eV/Å.

- Calculated total energy: -308.136449 a.u.
- Orbital gap (alpha / beta): 3.7 / 7.2 eV
- ΔE to the lowest compared entry with this formula, charge and spin: 12.1 kJ/mol
- <S²>: 2.0364
- E_LUMO (alpha / beta): -0.907 / -1.226 eV
- 2S+1: 3

C21H19BrFN3S | wB97M-V/def2-TZVPD

Structure (XYZ):
```
46
Properties=species:S:1:pos:R:3:forces:R:3:nbo_charge:R:1
F 2.857231 1.441770 -2.991987 0.55 -0.59 -0.80 -0.312
C 2.176377 2.431338 -2.456273 -2.93 2.74 0.19 0.412
C 1.268985 3.230390 -3.234167 1.88 -2.08 0.43 -0.265
C 0.457524 4.222269 -2.703196 1.53 -0.87 -0.70 -0.220
C 0.656257 4.491450 -1.389472 -0.99 1.38 2.54 -0.205
C 1.497802 3.689505 -0.593880 -1.64 1.50 0.44 -0.195
C 2.251097 2.669267 -1.099947 0.51 -0.18 -0.80 -0.115
C 3.194357 1.923059 -0.267368 1.32 -2.04 1.64 -0.420
C 2.396376 0.891701 0.677935 0.94 1.53 -0.19 -0.209
N 1.734500 -0.100444 -0.125604 -0.92 -1.54 -0.05 -0.662
C 0.645908 -0.871317 0.375269 0.52 -1.23 -3.23 0.336
N -0.003673 -1.759932 -0.398572 1.17 2.27 3.24 -0.575
C 0.362757 -1.890233 -1.708980 -1.78 0.75 -0.21 0.363
C -0.701705 -1.699943 -2.625790 1.06 -0.69 -0.96 -0.236
C -0.451353 -1.775584 -3.983342 1.16 0.45 0.21 -0.191
C 0.931846 -2.035064 -4.393381 -0.75 0.45 1.26 -0.140
Br 1.393995 -1.736898 -6.263789 -0.14 -0.47 1.17 0.045
C 1.907250 -2.225039 -3.374167 -0.86 1.39 -0.85 0.010
N 1.594504 -2.068913 -2.042442 2.12 -1.14 -2.25 -0.490
S 0.131173 -0.630169 2.049247 -0.19 -0.42 -0.27 0.272
C -1.567627 -1.277762 1.878261 -1.63 1.24 0.80 -0.538
C -2.360602 -1.595461 3.156665 0.67 1.73 1.91 -0.038
C -2.470130 -0.635980 4.251578 -1.14 -1.39 0.23 -0.205
C -3.297425 -1.020441 5.426159 2.25 0.66 -4.47 -0.198
C -3.988211 -2.194761 5.431789 -0.94 -1.57 0.72 -0.227
C -3.820383 -3.131088 4.405300 0.57 0.15 -1.78 -0.202
C -2.991849 -2.854090 3.284238 -0.60 0.72 1.40 -0.208
H 1.384942 2.949518 -4.248591 -0.71 0.16 -1.22 0.220
H -0.203091 4.805925 -3.295037 -0.36 0.29 -0.54 0.223
H 0.082733 5.385765 -0.945539 0.98 -1.69 -0.40 0.215
H 1.431878 3.842017 0.486756 0.49 0.12 -0.27 0.212
H 3.897823 1.306840 -0.910195 -0.60 0.92 0.80 0.224
H 3.787577 2.661352 0.361923 -0.60 -1.17 -0.62 0.231
H 1.684787 1.560346 1.169489 -0.32 -0.45 0.11 0.203
H 3.008544 0.437109 1.480232 0.13 0.29 -0.48 0.191
H 2.278695 -0.533065 -0.941369 -1.30 0.61 1.76 0.448
H -1.646695 -1.450753 -2.193037 -0.52 0.02 -0.11 0.229
H -1.280627 -1.469050 -4.651780 0.96 -0.54 0.04 0.236
H 2.993438 -2.255610 -3.629363 -1.11 -0.27 0.22 0.214
H -2.098855 -0.515689 1.264064 0.22 -0.44 0.51 0.231
H -1.694475 -2.184649 1.372197 0.95 -1.17 -1.30 0.249
H -1.999187 0.412804 4.165153 -0.77 -1.94 0.24 0.225
H -3.457122 -0.300471 6.142302 -0.20 1.41 1.72 0.208
H -4.682114 -2.407954 6.286573 0.74 0.14 -0.94 0.220
H -4.359045 -4.076982 4.256166 0.05 0.46 0.95 0.218
H -2.934189 -3.655083 2.545972 0.25 0.51 -0.11 0.217
```
Forces are in eV/Å.

- Calculated total energy: -4047.894428 a.u.
- Orbital gap: 8.9 eV
- ΔE to the lowest compared entry with this formula, charge and spin: 36.3 kJ/mol
- E_LUMO: 0.643 eV
- SMILES: Fc1ccccc1CCN/C(=N\c1ccc(Br)cn1)SCc1ccccc1

C25H24BF2N7Ru | wB97M-V/def2-TZVPD

Structure (XYZ):
```
60
Properties=species:S:1:pos:R:3:forces:R:3:lowdin_spin:R:1
Ru 0.925648 1.462342 -0.780125 0.06 0.01 -0.02 2.428
C 2.083726 -4.252170 2.840232 0.00 0.01 0.00 0.009
C 1.556103 -3.311501 1.795040 0.00 -0.01 0.00 0.051
C 0.188944 -3.185077 1.558372 0.00 0.00 -0.01 -0.008
C -0.292650 -2.287682 0.628614 -0.01 0.00 0.01 0.055
C 0.567048 -1.482107 -0.132805 -0.06 0.02 -0.02 0.024
N 0.053452 -0.520767 -1.002117 0.03 -0.03 0.02 0.407
C -1.066266 -0.814486 -1.705780 0.00 0.00 -0.01 0.110
C -1.310276 -2.124105 -2.187996 0.01 0.00 0.00 0.078
C -2.463496 -2.448445 -2.845959 0.00 0.00 -0.01 0.046
C -3.461083 -1.474991 -3.041031 -0.01 0.02 0.00 0.124
C -4.706847 -1.817886 -3.797807 0.00 0.01 0.00 0.021
C -3.254241 -0.186730 -2.571546 -0.02 -0.03 -0.01 0.022
C -2.075247 0.189226 -1.927214 0.02 0.01 0.00 0.134
N -1.979650 1.437973 -1.364467 -0.02 0.01 0.03 0.139
C -3.067061 2.295777 -1.125463 0.02 -0.01 -0.02 0.291
C -2.570473 3.584058 -1.026730 0.00 -0.02 0.02 0.037
C -1.213066 3.522784 -1.227550 0.01 -0.01 -0.04 0.253
N -0.795704 2.212769 -1.465281 0.00 0.03 0.00 0.236
C 1.941113 -1.608215 0.114626 0.04 0.02 0.00 0.046
C 2.414745 -2.500468 1.064208 0.03 -0.01 0.01 -0.003
N 2.907974 -0.872441 -0.629338 -0.03 0.00 -0.01 0.004
C 4.087128 -1.337365 -1.081798 0.00 -0.02 0.00 0.026
C 4.789907 -0.278340 -1.607549 -0.01 0.02 0.00 0.005
C 3.952071 0.820485 -1.433687 0.02 -0.01 -0.01 0.031
N 2.811156 0.464093 -0.840236 -0.04 0.02 0.04 0.033
H 1.456695 -5.138840 2.920913 0.00 0.00 0.00 0.001
H 2.097326 -3.768283 3.819020 0.00 0.00 0.00 0.004
H 3.100498 -4.569694 2.613927 0.00 0.00 0.00 0.001
H -0.509713 -3.787413 2.125696 0.00 0.00 0.00 -0.001
H -1.359187 -2.174757 0.486360 0.00 0.00 0.00 0.002
H -0.532128 -2.864016 -2.052331 0.00 0.00 0.00 0.000
H -2.607838 -3.449106 -3.231498 0.00 0.00 0.00 0.001
H -5.053977 -2.820187 -3.548026 0.00 0.00 0.00 0.004
H -4.505266 -1.802386 -4.871650 0.00 -0.01 0.00 0.008
H -5.506146 -1.106689 -3.598510 0.00 0.00 0.00 0.001
H -4.013279 0.565943 -2.735905 0.00 0.00 0.00 0.004
H -4.039968 1.895353 -0.900525 0.01 0.00 0.00 0.023
H -3.143808 4.471197 -0.818372 0.00 0.00 0.00 -0.004
H -0.489887 4.321032 -1.225334 0.00 -0.01 0.00 0.018
H 3.481967 -2.554708 1.242245 0.00 0.00 0.00 -0.001
H 4.330694 -2.383216 -1.005499 0.00 0.00 0.00 0.001
H 5.762576 -0.299789 -2.064537 0.00 0.00 0.00 0.000
H 4.118122 1.846325 -1.717484 0.00 0.00 0.00 0.003
N -0.303933 2.532790 5.390548 0.01 -0.01 -0.01 0.006
C -0.032035 2.268768 4.094882 -0.01 0.01 0.01 0.006
C 1.287038 2.091743 3.644555 0.01 -0.01 0.01 0.003
C 1.511513 1.819356 2.320314 -0.01 -0.02 0.00 0.019
N 0.530027 1.707102 1.411369 -0.01 -0.01 0.02 0.115
C -0.733306 1.878318 1.836910 0.01 -0.01 0.00 0.016
C -1.056134 2.149196 3.141230 0.00 0.01 0.00 0.004
H 0.435851 2.687318 6.050788 0.00 0.00 0.00 0.000
H -1.242099 2.726122 5.689858 0.00 0.00 0.00 0.000
H 2.121425 2.174011 4.327908 0.00 0.00 0.00 0.000
H 2.521900 1.683530 1.952423 0.00 0.01 0.00 0.003
H -1.509232 1.793498 1.084800 0.00 0.01 0.01 0.001
H -2.092513 2.279243 3.422640 0.00 0.00 0.00 0.001
F 2.219278 4.127389 -1.102895 0.00 -0.02 -0.03 0.038
B 1.781162 3.071906 -1.798777 -0.05 0.06 0.03 0.101
F 1.951423 3.142212 -3.111658 0.02 -0.04 -0.01 0.019
```
Forces are in eV/Å.

- Charge: +1
- Calculated total energy: -1669.637127 a.u.
- Orbital gap (alpha / beta): 5.2 / 6.1 eV
- ΔE to the lowest compared entry with this formula, charge and spin: 0.0 kJ/mol
- <S²>: 8.8014
- E_LUMO (alpha / beta): -2.103 / -4.926 eV
- 2S+1: 6

C4H11N3O2 | wB97M-V/def2-TZVPD

Structure (XYZ):
```
20
Properties=species:S:1:pos:R:3:forces:R:3:nbo_charge:R:1
H 3.278848 -0.805031 -0.257550 -1.25 1.41 0.65 0.380
N 3.063318 0.215936 -0.312806 -2.59 2.83 0.05 -0.794
C 1.978315 0.902366 0.074056 0.02 -2.62 -0.11 0.594
N 1.591656 2.244816 -0.344256 1.40 -1.57 -0.98 -0.901
N 0.835465 0.349512 0.825314 1.68 1.76 0.41 -0.678
C 1.001127 -0.833050 1.673383 1.53 0.56 0.29 -0.438
H 1.167859 2.868522 0.373119 0.34 -0.90 -1.54 0.404
H 1.515296 2.350996 -1.408550 0.18 0.28 2.76 0.423
H 0.255222 1.113426 1.239212 0.53 -1.26 -0.83 0.403
H 0.068655 -1.448437 1.605354 0.91 0.38 0.40 0.207
H 1.296555 -0.545207 2.788820 -0.66 -0.90 -2.28 0.199
H 1.880407 -1.318347 1.123556 -1.25 -0.08 1.42 0.207
C -3.105241 -0.775073 -1.314841 2.14 2.31 -2.13 -0.703
C -1.934342 -0.224283 -0.486947 1.08 -1.11 2.63 0.804
O -1.794922 0.441298 0.544219 -2.07 -0.46 -2.33 -0.615
O -0.889143 -0.934380 -0.924940 -2.05 -1.05 -2.83 -0.702
H -2.753112 -0.740620 -2.405805 -0.54 -0.19 1.56 0.238
H -3.997075 -0.256333 -1.259802 -1.64 1.55 0.34 0.222
H -3.354332 -1.751700 -1.082509 0.17 -2.11 0.72 0.240
H -0.104555 -0.854410 -0.449026 2.09 1.18 1.80 0.509
```
Forces are in eV/Å.

- Calculated total energy: -473.696997 a.u.
- Orbital gap: 9.6 eV
- ΔE to the lowest compared entry with this formula, charge and spin: 277.7 kJ/mol
- E_LUMO: 0.674 eV
- SMILES: [H]/N=C(/N)NC.CC(=O)O